Formula: C34H60AsN3NiO6S2Si6Te
Source: the Open Molecules 2025 dataset
Level of theory: the ωB97M-V functional and the def2-TZVPD basis

The value obtained for the frontier orbital gap (spin up / spin down) is 5.295 / 5.599 eV. The calculation puts the LUMO energy (spin up / spin down) at 3.86 / 3.86 eV. Its total charge is -2. As for the molecular weight: 1100.734 g mol⁻¹. The value obtained for the max |F| is 2.18 eV/A. As for the spin multiplicity: 3. For the electronic energy, the calculation gives -231105.279 eV. For the HOMO energy (spin up / spin down), the calculation gives -1.43 / -1.74 eV.

Geometry as XYZ:
```
114
Properties=species:S:1:pos:R:3:forces:R:3:lowdin_charge:R:1
Ni -1.431765 0.342906 0.793440 -1.380 0.204 -0.742 0.233
O -3.008346 3.777671 3.527767 0.336 -0.052 -0.096 -0.255
As -2.509549 2.129140 3.092465 0.577 -0.133 0.084 0.906
O -2.192751 1.427288 4.570318 -0.179 0.186 -0.404 -0.483
O -1.275726 2.044913 1.950298 -0.882 -0.190 0.491 -0.515
C -4.177208 1.402909 2.402626 -0.116 0.158 -0.267 -0.243
C -4.899877 0.650903 3.320625 -0.052 -0.059 -0.004 -0.122
C -6.117731 0.082269 2.967093 0.054 -0.019 0.038 -0.103
C -6.622335 0.276747 1.691390 -0.021 0.004 -0.065 -0.089
C -5.921242 1.047397 0.771680 0.035 -0.073 0.100 -0.061
C -4.700527 1.611118 1.117124 -0.050 -0.062 0.155 -0.238
S -3.842216 2.596083 -0.122556 0.287 -0.235 0.524 0.453
O -3.399283 3.760391 0.609567 -0.085 0.033 -0.204 -0.318
O -4.812473 2.825061 -1.173509 0.007 0.058 -0.071 -0.339
O -2.749770 1.695056 -0.539932 -0.195 0.109 0.261 -0.413
H -2.748057 3.803587 4.457728 -0.026 0.075 0.087 0.018
H -4.478946 0.511955 4.310613 0.007 -0.012 -0.014 0.093
H -6.666612 -0.516673 3.685313 0.002 0.019 0.014 0.092
H -7.569316 -0.168924 1.408498 0.000 0.008 -0.007 0.094
H -6.305860 1.229657 -0.222358 0.005 -0.014 -0.022 0.104
N 0.822223 0.054171 5.283102 0.160 0.278 0.057 0.125
C 2.084003 0.622652 5.499873 -0.212 -0.192 -0.057 -0.240
C 2.725316 0.456418 6.716017 0.120 0.014 0.046 -0.043
C 3.983221 1.014724 6.932577 -0.047 -0.026 0.022 -0.119
C 4.611594 1.714739 5.919598 -0.035 -0.003 -0.078 -0.117
C 3.969624 1.869803 4.691040 0.058 0.007 0.035 -0.107
C 2.701211 1.356379 4.481029 -0.048 0.080 0.003 -0.434
S 1.820778 1.676390 2.982654 0.046 -0.135 0.161 0.973
N 0.726474 0.401825 2.958638 -0.058 -0.019 -0.139 -0.268
C 0.298369 -0.134478 4.015208 -0.486 -0.552 -0.003 -0.363
C -0.905765 -1.054351 3.895420 0.942 0.702 0.246 -0.211
C -1.317994 -1.847674 4.943825 -0.374 -0.519 0.286 -0.017
C -2.524310 -2.544478 4.849526 0.391 0.206 0.058 -0.053
C -3.271552 -2.399609 3.705684 0.026 0.118 -0.252 -0.046
C -2.748634 -1.606987 2.686840 -0.116 -0.260 0.013 -0.156
N -1.583128 -0.982127 2.754820 -0.531 0.383 -0.228 0.096
H 0.363535 -0.350500 6.077362 -0.126 0.080 -0.076 0.117
H 2.231849 -0.102176 7.504550 0.011 -0.018 -0.016 0.104
H 4.466583 0.886750 7.893097 0.000 0.002 0.004 0.089
H 5.596970 2.136214 6.071920 -0.007 0.018 0.001 0.091
H 4.449103 2.417663 3.887505 0.002 -0.025 0.003 0.102
H -0.730581 -1.954885 5.844249 0.067 0.054 -0.010 0.100
H -2.860644 -3.165908 5.670210 0.005 -0.006 -0.005 0.102
H -4.229664 -2.881196 3.567644 -0.002 0.003 0.016 0.108
H -3.286482 -1.484181 1.757662 -0.050 -0.020 0.009 0.077
C -1.189901 -4.072895 -1.682416 0.103 0.042 -0.169 -0.200
Si -1.811914 -2.947614 -0.290701 -0.037 -0.032 0.017 0.386
C -0.494870 -3.358307 1.003942 0.043 -0.006 0.181 -0.197
C -3.391886 -3.894034 0.223530 -0.027 -0.091 0.089 -0.192
C -2.230224 -1.174962 -0.591404 -0.152 0.279 0.909 -0.468
Si -2.453486 -0.467404 -2.288173 -0.001 -0.503 -0.430 0.383
C -1.992593 -1.703440 -3.671612 0.056 -0.095 -0.062 -0.207
C -4.296486 -0.264949 -2.666631 -0.111 0.295 0.098 -0.178
C -1.511319 1.023395 -2.929348 -0.123 0.328 0.222 -0.228
H -0.968468 -5.043284 -1.222087 -0.006 0.040 -0.031 0.021
H -0.272717 -3.711204 -2.156533 -0.052 -0.020 0.058 0.009
H -1.932247 -4.234994 -2.463820 0.004 0.019 -0.032 0.009
H -0.371138 -4.447012 1.018308 0.038 0.016 -0.006 0.019
H -0.712241 -3.034170 2.021678 0.047 -0.097 -0.105 -0.002
H 0.454934 -2.902879 0.712017 0.011 -0.009 0.007 -0.008
H -3.147839 -4.778295 0.826219 -0.016 0.026 -0.067 0.020
H -3.893534 -4.237691 -0.687386 -0.021 0.005 0.032 0.018
H -4.119899 -3.301487 0.782178 0.028 0.038 0.004 0.003
H -3.255744 -1.071336 -0.187593 -0.077 -0.101 -0.137 -0.021
H -2.652788 -2.574558 -3.692384 0.029 -0.026 0.005 0.013
H -0.958498 -2.056078 -3.607371 -0.043 0.018 -0.023 0.002
H -2.110195 -1.184150 -4.632835 0.018 -0.008 0.082 0.023
H -4.882081 -1.014078 -2.123549 0.007 -0.008 -0.043 0.021
H -4.456507 -0.417312 -3.739609 -0.032 0.010 0.019 0.017
H -4.673419 0.728168 -2.403324 0.023 -0.089 0.033 0.004
H -0.686895 0.704387 -3.556739 0.182 -0.039 -0.164 -0.020
H -1.123001 1.668264 -2.147483 -0.027 -0.011 -0.016 -0.021
H -2.209251 1.620592 -3.528287 0.060 -0.012 -0.054 0.050
C 4.535674 1.302661 0.293748 -0.263 0.150 0.151 -0.237
Si 4.227263 0.139985 -1.150476 0.089 0.021 0.155 0.282
C 4.195173 -1.606581 -0.468610 -0.106 -0.232 0.047 -0.240
C 5.840149 0.252850 -2.132089 0.115 0.113 -0.126 -0.223
Si 2.196121 0.593659 -2.242026 0.170 0.127 -0.063 0.027
Te 0.779469 0.132269 -0.263915 2.099 -0.284 -0.515 0.739
Si 2.331551 2.817274 -2.883395 -0.090 0.236 0.055 0.304
C 2.652076 3.920313 -1.402321 0.030 0.014 0.228 -0.218
C 3.715423 3.129180 -4.127645 0.182 -0.117 -0.125 -0.225
C 0.790532 3.478732 -3.709257 -0.259 -0.036 -0.104 -0.223
Si 2.362548 -0.685793 -4.215858 -0.411 -0.370 0.207 0.348
C 2.092126 -2.506274 -3.766824 -0.050 -0.083 0.139 -0.225
C 4.030349 -0.634283 -5.089437 0.230 0.152 0.033 -0.226
C 1.170401 -0.242866 -5.598863 -0.075 0.181 -0.138 -0.225
H 5.278788 0.862732 0.967782 0.012 0.018 -0.021 0.027
H 3.615246 1.479611 0.862130 0.173 -0.066 -0.086 -0.042
H 4.909440 2.268930 -0.053024 0.054 -0.004 0.007 0.011
H 5.059896 -1.771595 0.183433 -0.006 -0.030 -0.042 0.023
H 4.212777 -2.350315 -1.271997 0.033 0.016 0.029 0.018
H 3.282367 -1.765553 0.111859 0.072 0.012 -0.008 -0.010
H 6.665851 0.117857 -1.423532 -0.013 0.016 -0.036 0.023
H 5.962784 1.231020 -2.605321 0.019 -0.017 0.016 0.008
H 5.937545 -0.504418 -2.907086 -0.001 -0.064 -0.043 -0.003
H 3.695324 3.874035 -1.082454 0.000 0.027 -0.006 0.008
H 2.034795 3.601348 -0.556268 0.000 0.044 -0.050 0.028
H 2.404577 4.960260 -1.637127 0.020 -0.019 0.009 0.026
H 4.692550 2.815169 -3.751598 -0.012 0.031 -0.005 0.006
H 3.759078 4.200154 -4.351514 0.023 -0.021 -0.015 0.022
H 3.535181 2.593033 -5.064683 -0.007 0.052 0.019 0.011
H -0.046389 3.522245 -3.008792 0.041 0.027 -0.036 0.028
H 0.470493 2.857100 -4.550724 0.025 0.055 0.020 0.020
H 0.994311 4.490439 -4.076708 -0.042 -0.008 -0.005 0.025
H 2.961781 -3.110612 -4.044637 -0.048 -0.001 -0.016 0.020
H 1.209860 -2.918929 -4.264490 0.051 0.015 -0.011 0.016
H 1.934131 -2.622412 -2.689812 0.007 0.007 -0.052 0.007
H 4.777604 -1.222708 -4.560610 0.056 -0.064 0.015 0.004
H 4.435295 0.371417 -5.223836 -0.044 -0.016 -0.020 0.013
H 3.877500 -1.082636 -6.076781 0.056 0.009 -0.005 0.026
H 0.160063 -0.049628 -5.251112 -0.129 -0.032 0.030 -0.006
H 1.125558 -1.070893 -6.314282 0.041 0.039 -0.017 0.028
H 1.516430 0.651886 -6.128655 -0.024 -0.045 0.012 0.023
```
Forces are in eV/Å.